72
Properties=species:S:1:pos:R:3:forces:R:3:mulliken_charge:R:1 method="wB97M-V/def2-TZVPD" e_homo_ev="-2.1 / -4.0" e_lumo_ev="2.71 / 1.42" charge=-1 e_tot_ev=-74258.8746 de_lowest_kj_mol=82.14 multiplicity=3 s_squared=2.031 gap_ev="4.8 / 5.5"
Pd 0.196629 1.214383 -0.061854 1.32 -0.40 -2.23 0.51
C 1.418433 1.028119 4.179804 0.55 -0.06 0.11 -1.73
C 0.561655 1.280973 2.946933 2.14 -2.13 -1.73 0.26
N 1.020382 0.863309 1.725237 0.71 -0.01 4.22 0.59
N 2.248390 0.164416 1.809321 1.33 -0.24 -1.43 -0.72
C 2.850833 -0.127189 0.642028 -2.34 1.08 1.73 0.07
S 2.172399 0.243083 -0.873687 0.76 -0.40 -0.62 -0.52
S 4.339970 -1.107950 0.624375 -0.60 -0.37 0.65 -0.16
C 3.467749 -2.734051 0.378248 0.43 0.46 0.24 -0.68
C 2.861396 -3.381617 1.618672 1.13 0.12 -0.53 0.52
C 3.677228 -4.146948 2.484272 -0.98 0.32 0.74 -0.57
C 3.040633 -4.870643 3.516716 2.19 -0.18 0.19 -0.34
C 1.686709 -4.804432 3.664831 -1.15 -1.27 0.03 -0.53
C 0.901221 -4.099752 2.771276 -0.55 0.41 -0.14 -0.79
C 1.480857 -3.315099 1.791637 0.66 -0.34 0.48 0.06
C -0.778333 1.714367 3.152827 -0.74 0.48 -1.38 0.66
C -1.321764 1.662110 4.446914 0.96 0.17 1.56 -0.56
C -2.653466 1.835129 4.697733 -0.86 -0.41 0.85 -0.82
C -3.508555 2.155958 3.646219 -0.82 0.38 -0.40 -0.38
C -3.011088 2.417046 2.420053 1.26 -0.37 -1.47 -0.78
C -1.637014 2.085917 2.058921 -0.82 0.68 -1.30 0.49
O -1.318553 2.165774 0.773158 -2.60 0.98 3.70 -0.25
H 2.441182 0.770386 3.863219 -0.55 0.19 0.23 0.39
H 1.034306 0.180163 4.784438 0.12 0.36 -0.46 0.36
H 1.443869 1.902710 4.854076 -0.08 -0.24 -0.38 0.41
H 4.324499 -3.352163 0.028820 -0.94 0.14 -0.21 0.46
H 2.668983 -2.509311 -0.376847 0.95 -0.51 0.37 -0.09
H 4.772407 -4.056245 2.483406 -0.53 -0.29 -0.47 0.34
H 3.626891 -5.545783 4.213221 -0.60 1.08 -0.89 0.26
H 1.221788 -5.468930 4.394653 -0.03 0.32 -0.06 0.33
H -0.183149 -4.180669 2.769845 0.10 0.17 0.45 0.36
H 0.896603 -2.623702 1.209757 -0.13 -0.12 -0.43 0.63
H -0.607546 1.517221 5.310495 -1.13 -0.08 -1.11 0.16
H -3.141485 1.686073 5.664840 0.68 0.04 -0.04 0.32
H -4.601553 2.221970 3.707155 0.42 0.09 0.65 0.32
H -3.663581 2.770974 1.623914 0.18 -0.24 -0.02 0.32
C 0.861229 4.519607 -0.910544 0.39 0.10 1.87 -0.86
Si 0.279376 3.505588 -2.294828 1.28 -2.07 -0.57 0.04
C -0.669817 4.562288 -3.429510 0.44 1.47 -1.22 -1.14
C 1.738112 2.736148 -3.275252 -0.15 -0.40 0.16 -1.17
N -0.543768 2.065810 -1.772982 -0.03 1.04 0.26 0.73
C -1.670300 1.593464 -2.305904 -0.21 -1.41 -1.27 0.26
C -2.914403 2.292291 -2.432317 1.06 -1.61 0.42 -0.55
C -3.986979 1.570541 -2.941033 -0.44 2.04 0.53 -0.70
C -3.802325 0.352580 -3.509366 -1.43 -1.32 -1.32 -0.59
C -2.609054 -0.373943 -3.462568 0.59 0.77 0.15 -0.97
C -1.511766 0.212755 -2.840634 -1.90 1.00 0.93 0.67
O -0.316064 -0.379710 -2.582573 0.74 0.19 -0.81 0.11
C -0.223701 -1.743743 -2.448214 -1.02 -0.39 1.58 -0.49
C -0.591552 -2.293142 -1.215765 -0.78 -0.01 -0.27 0.29
C -0.746871 -3.666961 -1.112127 -0.11 0.20 0.29 -0.37
C -0.567459 -4.518405 -2.188329 0.22 0.53 0.14 -0.64
C -0.158544 -3.955034 -3.384496 0.78 -0.01 -0.50 -0.45
C 0.129033 -2.600435 -3.465379 -0.14 1.16 -0.78 -0.32
H 0.230424 5.410310 -0.819951 -0.02 -0.14 0.30 0.30
H 1.898997 4.857869 -0.912818 0.03 -0.02 -0.49 0.41
H 0.815468 3.887035 0.014929 -0.32 0.65 -0.59 0.06
H -0.037994 5.499774 -3.407266 -0.80 -0.54 -0.02 0.32
H -1.700176 4.810037 -3.141671 0.34 -0.05 -0.27 0.34
H -0.570301 4.226585 -4.483232 -0.54 0.00 0.59 0.28
H 1.887348 3.391146 -4.109563 0.35 0.58 -0.75 0.49
H 1.633865 1.713102 -3.712857 -0.34 0.71 0.60 0.24
H 2.664384 2.724335 -2.693491 -0.16 0.00 0.06 0.27
H -3.025080 3.260328 -1.967922 0.04 0.04 0.00 0.46
H -4.988208 2.036914 -2.895886 0.60 -0.36 -0.32 0.34
H -4.681056 -0.008244 -4.096804 0.89 -0.25 0.70 0.27
H -2.560499 -1.340160 -3.925773 0.14 -0.36 -0.04 0.51
H -0.936532 -1.667633 -0.394707 0.37 0.16 -0.19 0.42
H -1.104483 -4.079654 -0.181252 0.10 -0.04 0.21 0.39
H -0.693039 -5.564591 -1.992729 -0.19 -0.43 -0.48 0.41
H -0.015748 -4.492604 -4.313820 0.09 -0.48 0.26 0.35
H 0.558567 -2.099836 -4.337985 -0.37 -0.54 -0.11 0.38

=====

199
Properties=species:S:1:pos:R:3:forces:R:3:mulliken_charge:R:1 method="wB97M-V/def2-TZVPD" e_homo_ev="-9.2 / -9.2" e_lumo_ev="-3.89 / -4.16" charge=+1 e_tot_ev=-198873.6303 multiplicity=11 s_squared=30.007 gap_ev="5.3 / 5.1"
Mn 2.468397 -1.551941 5.230274 -2.38 0.86 -1.67 0.78
Mn -2.683093 0.457859 2.478334 -1.78 0.97 -2.57 1.49
C -4.312953 -1.155101 -1.163766 -0.14 0.25 0.04 -0.66
C -4.147153 0.289279 -0.722216 0.67 2.59 1.57 1.12
C -5.397853 1.113019 -1.079736 -0.75 -0.26 -0.87 -1.83
O -3.727093 0.631679 0.599454 -0.20 -1.22 0.42 -0.91
H -3.485063 -1.820071 -0.917786 0.08 0.24 0.25 -0.49
H -4.374373 -1.122411 -2.251536 -0.17 -0.17 -0.12 0.52
H -5.250363 -1.571671 -0.795196 -0.03 -0.16 0.14 0.42
H -3.362353 0.761199 -1.313386 0.38 -0.33 -0.95 -0.58
H -5.423173 2.199309 -0.993556 0.89 0.03 0.81 0.34
H -6.309483 0.775179 -0.586896 0.02 -0.32 0.19 0.36
H -5.579063 1.045849 -2.152466 -0.18 -0.54 -0.34 0.43
C -1.618983 -0.929221 6.701844 -0.45 0.50 -0.36 0.41
F -2.074663 -2.078731 6.118244 0.78 0.90 0.79 -0.18
F -2.689633 -0.275781 7.203084 0.90 -0.61 -0.04 -0.18
F -0.756563 -1.216381 7.708314 -1.01 0.18 -1.20 -0.23
S -0.785643 0.188909 5.382604 2.88 0.85 0.47 1.60
O -1.659103 0.281159 4.201484 1.60 -0.39 3.44 -1.15
O -0.417963 1.440279 6.070614 -1.33 -2.23 -1.17 -0.79
O 0.452217 -0.641691 5.109814 -1.65 0.52 0.20 0.07
C 0.533887 -0.214991 -0.760896 0.93 -0.50 2.07 -0.22
F 1.707777 -0.592401 -1.255736 0.38 0.00 0.40 0.00
F 0.374757 1.067439 -0.967346 0.21 1.21 0.26 -0.14
F -0.388003 -0.834211 -1.389496 -1.93 -1.47 -0.98 -0.09
S 0.418827 -0.637401 1.165464 0.22 0.21 -0.02 0.03
O 1.509467 0.150319 1.746344 -0.93 -0.43 -1.58 -0.53
O -0.886553 -0.129911 1.641364 1.89 -1.15 -1.44 -0.32
O 0.615817 -2.105151 1.274014 -0.57 1.90 -0.52 -0.96
C 3.588137 -5.995721 0.498974 -0.07 1.55 0.22 -1.06
C 4.875647 -5.181921 0.821354 0.07 0.03 -1.37 0.06
C 5.613177 -4.694291 -0.555646 -0.99 -0.39 0.34 -0.83
O 4.716047 -3.876091 -1.386256 -0.07 -1.10 1.89 -0.10
C 5.287117 -2.891981 -2.190016 0.74 -0.08 -1.20 -0.97
N 4.652027 -3.989491 1.681194 -0.93 -1.36 -0.28 -0.42
H 3.124427 -6.369031 1.412054 0.09 0.06 0.15 0.33
H 3.773847 -6.856561 -0.143336 0.17 0.27 -0.12 0.42
H 2.893467 -5.292831 0.039114 -0.32 -0.31 -0.34 0.03
H 5.364737 -5.947131 1.424124 1.38 0.46 -0.37 0.37
H 5.919487 -5.549441 -1.158136 -0.08 -0.23 0.00 0.44
H 6.530617 -4.156541 -0.316396 -0.05 0.33 0.17 0.44
H 5.742317 -2.054951 -1.660606 -0.17 0.08 0.28 0.33
H 4.573747 -2.552991 -2.941206 -0.62 0.24 0.62 0.27
H 6.033467 -3.289181 -2.877986 0.62 -0.40 0.25 0.40
H 3.984957 -3.458771 1.139484 0.04 0.77 0.03 0.07
H 5.517597 -3.477171 1.772984 0.01 0.16 -0.17 0.25
C 0.353347 -4.744701 2.882754 -0.90 -0.15 1.20 -1.72
C 0.540157 -3.547851 3.833894 0.29 0.19 1.62 2.06
C 0.471607 -3.963931 5.353114 -0.48 -0.89 -1.76 -1.41
O 1.076777 -3.045031 6.285764 0.35 -0.43 -0.61 -0.43
C 1.183857 -3.689571 7.554964 -0.62 -0.58 0.65 -0.98
N 1.866317 -2.949731 3.607704 0.05 -0.67 0.94 0.51
H 0.924027 -5.624151 3.181064 0.42 0.13 0.21 0.53
H 0.562067 -4.566701 1.827834 -0.24 0.42 0.18 0.35
H -0.678623 -5.053461 3.049534 -0.23 -0.14 -0.61 0.41
H -0.151043 -2.728841 3.635024 -0.38 -0.34 0.04 -0.68
H 0.938357 -4.942231 5.467824 0.65 -0.02 -0.04 0.75
H -0.570783 -4.225491 5.535114 -0.26 0.76 0.72 0.40
H 0.182297 -3.934761 7.908324 -0.18 0.48 0.19 0.28
H 1.706267 -3.076271 8.289164 -0.10 0.17 -0.32 0.39
H 1.635857 -4.680261 7.506664 0.60 0.12 -0.41 0.36
H 1.670037 -2.698581 2.649324 1.12 0.92 -0.84 -0.38
H 2.418347 -3.795501 3.601884 1.10 0.06 -0.48 0.21
C 4.743937 0.158189 2.435514 1.30 -0.42 1.20 -1.64
C 4.168537 0.668899 3.772554 0.24 0.70 -0.72 0.57
C 4.155547 2.218959 3.776824 1.31 -0.42 1.17 -1.35
O 3.858207 2.796039 5.103134 0.55 -1.56 -1.67 -0.40
C 4.170667 4.167459 5.060004 -0.33 0.43 0.62 -0.70
N 2.761757 0.217939 3.891824 1.99 0.44 1.20 0.88
H 4.846357 -0.926971 2.428654 -0.81 -0.33 0.05 0.17
H 5.811597 0.371119 2.488964 0.07 0.75 -0.70 0.58
H 4.247057 0.477959 1.519564 0.10 0.26 0.20 0.40
H 4.772897 0.280029 4.592084 0.22 0.26 0.11 0.39
H 3.494107 2.600999 2.999234 -0.57 0.01 0.06 0.46
H 5.149897 2.499619 3.429564 0.27 0.42 0.34 0.67
H 3.663187 4.549249 4.174114 0.37 0.76 0.05 0.27
H 5.234137 4.391769 5.142644 0.35 -0.34 -0.88 0.30
H 3.831017 4.663039 5.969474 -0.76 -0.23 -0.08 0.29
H 2.388217 1.142279 4.053614 -1.61 -0.39 1.06 -0.08
H 2.577237 0.159919 2.900514 -1.20 -1.13 -0.12 -0.02
C 4.891437 0.976179 -2.107946 -1.62 0.66 0.23 -1.28
C 5.350347 2.442359 -1.688906 -0.83 -2.84 -1.62 0.72
C 4.509867 3.187469 -0.630746 -0.78 -1.61 -0.74 -0.64
O 4.931137 4.455549 -0.566016 1.72 3.67 -0.35 -0.48
C 4.094697 5.454769 -0.041986 0.35 0.80 -0.77 -0.67
N 6.652087 2.226039 -1.170846 0.72 0.27 2.05 -0.65
H 5.627407 0.453879 -2.719216 0.28 0.33 0.19 0.41
H 3.955727 0.914499 -2.663596 -0.11 0.58 -0.53 0.44
H 4.602187 0.326009 -1.282286 0.68 0.12 0.60 -0.03
H 5.476677 2.964829 -2.637156 -0.90 0.72 0.06 0.26
H 4.726957 2.815369 0.370514 -0.56 -1.29 0.18 0.42
H 3.450137 3.241299 -0.880096 -0.36 -0.92 0.04 0.26
H 3.162047 5.566269 -0.595006 -0.47 -0.65 0.14 0.30
H 4.575657 6.401169 -0.289146 0.34 -0.02 0.29 0.32
H 3.942287 5.438179 1.037184 -0.10 -0.42 0.13 0.20
H 7.407857 2.216019 -1.840776 -0.08 0.44 0.19 0.22
H 6.690907 2.939329 -0.456836 1.64 0.11 -0.06 0.24
C -5.985833 -0.537951 5.260124 0.18 -0.19 0.20 -1.71
C -4.584403 -0.398431 4.604844 -1.96 -0.56 0.39 0.53
C -4.255703 -1.741631 3.932144 0.72 0.38 -0.06 -1.00
O -3.253843 -1.492991 2.946274 0.34 -1.71 0.53 0.58
C -2.975623 -2.639051 2.157714 -0.06 -0.38 -1.68 -1.07
N -4.636033 0.702969 3.663424 -0.24 -0.24 -0.49 -0.27
H -5.999873 -1.259041 6.077384 0.06 0.29 0.32 0.41
H -6.764063 -0.894811 4.585504 0.34 -0.21 -0.58 0.41
H -6.381883 0.437979 5.540844 0.33 0.00 0.61 0.41
H -3.815903 -0.102361 5.318874 -0.28 -0.55 0.07 -0.35
H -5.029243 -2.315131 3.421414 -0.78 0.66 0.10 0.60
H -3.895803 -2.418351 4.707134 0.29 -0.06 0.04 0.45
H -1.962383 -2.693541 1.759614 0.44 0.37 0.83 0.24
H -3.510693 -2.581211 1.209844 -0.65 0.15 0.09 0.11
H -3.241223 -3.599531 2.599354 0.05 0.21 0.54 0.57
H -5.491523 0.570839 3.143054 -0.02 0.10 -0.81 0.23
H -4.816713 1.551949 4.179844 0.29 0.29 0.18 0.37
C -1.124133 4.114339 -2.524176 -0.62 1.16 2.29 -1.47
C -2.017143 4.314549 -1.215556 1.28 -0.66 -1.40 -0.16
C -3.514723 4.374269 -1.626586 1.98 -0.10 -0.81 -0.42
O -3.751973 5.346779 -2.680216 0.70 -0.44 1.86 -0.38
C -5.107933 5.659439 -2.913666 0.45 -0.08 0.14 -0.71
N -1.763653 3.178079 -0.295176 -0.88 -0.35 -0.24 0.97
H -1.145293 5.058409 -3.068596 -0.19 -0.45 -0.61 0.51
H -1.494643 3.212829 -3.012126 0.06 0.30 -0.43 0.24
H -0.095843 3.969549 -2.192856 0.11 -0.18 -0.10 0.38
H -1.734233 5.156629 -0.583926 0.06 0.66 -0.72 0.33
H -3.969053 4.472269 -0.640646 -1.28 0.26 -0.43 0.46
H -3.631663 3.419599 -2.139456 -0.81 -0.46 0.57 0.24
H -5.052343 6.265119 -3.818196 -0.56 0.00 0.11 0.27
H -5.536113 6.204259 -2.072286 -0.06 0.30 0.00 0.25
H -5.717113 4.765419 -3.046856 -0.04 -0.17 -0.30 0.29
H -2.381823 2.414839 -0.530656 -0.70 -0.35 0.15 -0.82
H -0.875473 2.731489 -0.473506 0.41 0.52 -0.10 -0.13
C 0.450397 3.598679 -5.699996 0.91 -1.19 -0.12 -1.42
C 1.524537 3.262199 -6.795726 -1.38 0.58 -0.73 0.65
C 2.766187 4.267859 -6.807836 -0.77 -1.93 1.16 -0.72
O 2.569857 5.583689 -7.232316 -0.98 -0.96 1.15 -0.34
C 2.821827 5.895789 -8.568676 0.55 0.90 0.60 -0.70
N 1.968267 1.820439 -6.783556 0.42 1.49 0.70 -0.64
H -0.382423 2.899819 -5.621746 0.01 -0.48 -0.70 0.40
H -0.063323 4.553789 -5.809366 0.73 0.27 0.10 0.39
H 0.938357 3.410689 -4.743616 0.07 0.80 0.32 0.26
H 1.018837 3.363009 -7.756046 -0.13 0.60 -0.28 0.24
H 3.537907 3.686139 -7.311986 0.42 0.48 -0.57 0.44
H 3.087447 4.302049 -5.766816 0.13 0.24 0.12 0.19
H 2.566237 5.083159 -9.248676 0.05 0.26 -0.22 0.32
H 3.863477 6.216839 -8.571166 0.40 -0.48 -0.86 0.27
H 2.289607 6.835659 -8.715236 -0.42 -0.32 -0.62 0.24
H 2.536937 1.740619 -7.614416 0.23 -0.36 -0.09 0.26
H 1.174997 1.213309 -6.932656 -0.24 0.07 0.08 0.16
C -0.498463 3.889889 2.781444 -0.82 -0.39 0.72 -0.95
C -2.009953 3.773219 3.130424 -0.18 2.98 -0.52 0.10
C -2.776503 5.080089 2.521524 0.71 0.58 1.92 -0.99
O -4.189023 5.041049 2.711824 -0.02 -0.90 0.05 -0.30
C -4.938293 6.253289 2.693834 0.19 -0.22 -0.70 -0.83
N -2.623083 2.613469 2.558174 -0.06 0.24 -0.32 0.55
H -0.007383 2.973869 3.109844 -0.04 -0.40 -0.50 -0.13
H 0.075417 4.636999 3.329694 -0.53 0.49 -0.06 0.55
H -0.445183 4.055759 1.705454 0.38 -0.20 0.08 0.16
H -2.240103 3.833859 4.194124 0.34 -0.16 0.16 0.61
H -2.512723 5.388389 1.509864 0.05 -0.55 -0.31 0.16
H -2.405323 5.863429 3.182354 0.24 0.47 -0.03 0.60
H -5.992273 5.983439 2.760284 0.14 -0.13 0.39 0.28
H -4.866553 6.770789 1.737194 0.36 0.03 -0.26 0.31
H -4.662703 6.972359 3.465254 0.14 -0.22 0.29 0.30
H -3.570113 2.955289 2.478144 -0.85 -0.73 -0.11 0.32
H -2.320153 2.684699 1.597314 0.08 -0.15 -1.06 -0.07
C 1.164517 -3.945271 -7.168676 -0.43 0.59 0.03 -1.49
C 0.978267 -2.961551 -6.019916 -1.04 1.83 0.97 0.40
C -0.523153 -2.365371 -5.792826 0.39 -1.77 -0.07 -0.66
O -0.755123 -1.901201 -4.471056 0.83 -0.05 0.81 0.13
C -2.026083 -1.393951 -4.130516 0.28 2.25 -0.16 -0.64
N 1.474147 -3.441241 -4.743096 0.36 -0.48 0.08 -0.49
H 1.128687 -3.439401 -8.133506 -0.03 0.23 0.03 0.39
H 0.379187 -4.698711 -7.229356 0.24 -0.35 0.33 0.35
H 2.176317 -4.339981 -7.076076 -0.21 -0.40 0.03 0.38
H 1.622447 -2.109381 -6.236576 -0.02 0.24 -0.15 0.23
H -1.137273 -3.264581 -5.841766 -0.52 -0.02 -0.88 0.33
H -0.782293 -1.586731 -6.510226 -0.09 -0.14 -0.24 0.33
H -2.709083 -1.865001 -3.423606 0.22 -1.51 -0.60 -0.16
H -2.530813 -0.955791 -4.991546 -0.38 -0.62 -0.28 0.39
H -1.859813 -0.491271 -3.542626 0.51 0.34 0.12 0.22
H 1.101287 -4.344021 -4.486056 -0.16 -0.27 -0.17 0.22
H 1.144027 -2.803541 -4.032846 0.09 0.11 0.20 0.11
C -5.212433 -4.733971 -2.675236 2.03 1.08 -1.09 -1.37
C -3.809903 -5.323011 -2.400856 -1.01 -1.46 1.20 0.40
C -2.948103 -4.663851 -1.344746 -0.21 0.96 -0.22 0.43
O -1.808893 -5.452451 -1.005356 0.96 0.31 -0.25 -0.45
C -0.614993 -5.313361 -1.819456 -0.27 0.71 0.06 -0.44
N -4.125383 -6.656701 -1.890296 0.67 -1.44 0.11 -0.87
H -4.998573 -3.789871 -3.176286 -0.56 0.53 0.18 0.26
H -5.786453 -4.575031 -1.762356 -0.01 -0.16 -0.13 0.29
H -5.708673 -5.334361 -3.437716 -0.15 -0.22 0.49 0.40
H -3.166683 -5.478161 -3.267046 -0.43 0.20 -0.50 0.41
H -3.578583 -4.544461 -0.463636 0.16 -0.33 0.46 0.21
H -2.712213 -3.632801 -1.608156 0.65 0.08 -0.27 -0.39
H -0.526573 -4.329921 -2.281116 -0.66 0.16 -0.38 0.10
H -0.497943 -6.086081 -2.579266 -0.43 -0.09 -0.04 0.39
H 0.317067 -5.307351 -1.254376 -0.34 -0.51 0.83 0.09
H -3.264153 -7.073391 -1.566646 0.57 -0.40 -0.51 0.32
H -4.568983 -6.628431 -0.983366 -0.88 0.61 0.08 0.27